{
  "formula": "C3H5NO2",
  "method": "ωB97M-V with the def2-TZVPD basis set",
  "elements": ["O", "C", "C", "N", "C", "O", "H", "H", "H", "H", "H"],
  "coordinates": [[0.634, 1.595, -0.971], [0.199, 0.668, -0.028], [-1.121, -0.113, -0.255], [-0.326, -1.378, -0.081], [0.775, -0.635, 0.164], [1.830, -0.774, 0.877], [0.734, 2.441, -0.523], [1.308, 0.392, 1.064], [-1.899, -0.011, 0.509], [-1.536, -0.027, -1.262], [-0.599, -2.159, 0.507]],
  "homo_energy_ha": -0.311
}

{
  "formula": "C28H75F3N6O9",
  "method": "ωB97M-V with the def2-TZVPD basis set",
  "elements": ["O", "H", "H", "H", "C", "O", "O", "C", "F", "F", "F", "C", "C", "H", "H", "H", "H", "H", "H", "C", "C", "C", "O", "C", "N", "H", "H", "H", "H", "H", "H", "H", "H", "H", "H", "H", "C", "C", "C", "O", "C", "N", "H", "H", "H", "H", "H", "H", "H", "H", "H", "H", "H", "C", "C", "C", "O", "C", "N", "H", "H", "H", "H", "H", "H", "H", "H", "H", "H", "H", "C", "C", "C", "O", "C", "N", "H", "H", "H", "H", "H", "H", "H", "H", "H", "H", "H", "C", "C", "C", "O", "C", "N", "H", "H", "H", "H", "H", "H", "H", "H", "H", "H", "H", "C", "C", "C", "O", "C", "N", "H", "H", "H", "H", "H", "H", "H", "H", "H", "H", "H"],
  "coordinates": [[-12.902, 2.219, 1.063], [-12.283, 2.700, 0.509], [-13.049, 1.433, 0.530], [-13.654, 2.811, 1.142], [-9.861, 3.306, -0.136], [-9.955, 2.046, 0.414], [-11.173, 3.803, -0.249], [-8.721, 4.088, 0.537], [-8.569, 5.269, 0.046], [-9.086, 4.246, 1.790], [-7.484, 3.493, 0.599], [-9.006, 1.137, -0.067], [-8.857, 0.033, 0.990], [-9.806, -0.190, 1.477], [-8.469, -0.878, 0.533], [-8.131, 0.309, 1.755], [-7.968, 1.372, -0.304], [-9.323, 0.703, -1.015], [-9.539, 3.163, -1.168], [-12.039, 6.909, 2.910], [-12.404, 7.252, 1.508], [-11.150, 7.639, 0.656], [-11.533, 7.858, -0.737], [-10.488, 8.126, -1.718], [-13.059, 6.106, 0.935], [-12.769, 6.452, 3.578], [-11.631, 7.787, 3.410], [-11.252, 6.157, 2.854], [-13.184, 8.013, 1.534], [-10.382, 6.873, 0.768], [-10.696, 8.568, 1.002], [-9.650, 7.439, -1.599], [-9.929, 9.012, -1.414], [-10.817, 8.319, -2.739], [-12.311, 5.435, 0.831], [-13.241, 6.331, -0.033], [-13.613, -0.190, 4.846], [-12.621, -0.112, 3.681], [-11.640, 1.056, 3.742], [-12.150, 2.173, 4.400], [-11.337, 3.311, 4.191], [-11.938, -1.387, 3.618], [-14.274, -1.057, 4.826], [-14.195, 0.732, 4.843], [-13.136, -0.235, 5.825], [-13.204, -0.003, 2.767], [-11.221, 1.243, 2.753], [-10.757, 0.717, 4.284], [-11.683, 4.218, 4.687], [-11.277, 3.576, 3.135], [-10.342, 3.141, 4.602], [-11.282, -1.505, 4.377], [-11.369, -1.293, 2.789], [-16.635, 0.380, 2.702], [-17.427, 0.680, 1.486], [-18.701, 1.464, 1.799], [-19.595, 0.692, 2.580], [-20.814, 1.251, 2.883], [-16.487, 1.332, 0.531], [-15.850, -0.347, 2.494], [-17.305, 0.019, 3.483], [-16.196, 1.275, 3.144], [-17.724, -0.275, 1.052], [-19.192, 1.592, 0.834], [-18.615, 2.452, 2.252], [-20.647, 2.032, 3.625], [-21.487, 0.462, 3.217], [-21.199, 1.692, 1.964], [-16.937, 1.657, -0.313], [-16.055, 2.172, 0.887], [-15.160, 3.909, 3.978], [-15.776, 4.392, 2.673], [-15.979, 5.957, 2.583], [-16.952, 6.196, 3.641], [-17.192, 7.527, 3.926], [-14.909, 3.963, 1.554], [-14.383, 4.626, 4.241], [-14.739, 2.903, 3.957], [-15.840, 3.960, 4.828], [-16.780, 3.968, 2.658], [-16.419, 6.141, 1.603], [-14.990, 6.374, 2.775], [-17.710, 8.067, 3.133], [-16.258, 8.060, 4.102], [-17.740, 7.677, 4.856], [-15.437, 4.301, 0.762], [-14.242, 4.713, 1.665], [-12.279, 0.426, -2.720], [-13.535, 1.022, -2.062], [-14.786, 0.810, -2.966], [-15.882, 1.554, -2.438], [-17.039, 1.231, -3.147], [-13.653, 0.428, -0.754], [-11.436, 0.648, -2.066], [-12.122, 0.870, -3.703], [-12.413, -0.644, -2.879], [-13.400, 2.100, -1.972], [-15.058, -0.242, -3.048], [-14.596, 1.260, -3.940], [-17.753, 2.033, -2.957], [-17.510, 0.353, -2.705], [-16.908, 1.149, -4.226], [-14.653, 0.362, -0.628], [-13.486, -0.565, -0.838], [-13.364, 6.359, -4.367], [-13.194, 5.107, -3.527], [-11.986, 4.293, -3.968], [-12.187, 3.832, -5.269], [-11.065, 3.051, -5.727], [-12.944, 5.433, -2.154], [-14.091, 6.988, -3.853], [-13.708, 6.203, -5.390], [-12.399, 6.859, -4.453], [-14.061, 4.449, -3.577], [-11.820, 3.465, -3.279], [-11.069, 4.879, -3.907], [-11.265, 2.907, -6.789], [-10.924, 2.180, -5.087], [-10.056, 3.455, -5.642], [-12.271, 6.179, -2.046], [-12.446, 4.735, -1.620]],
  "homo_energy_ha": [0.029, -0.237],
  "total_charge": -1,
  "spin_multiplicity": 2
}

{
  "formula": "C5H13N2",
  "method": "ωB97M-V with the def2-TZVPD basis set",
  "elements": ["C", "C", "N", "C", "C", "C", "N", "H", "H", "H", "H", "H", "H", "H", "H", "H", "H", "H", "H", "H"],
  "coordinates": [[-1.539, -0.567, -1.556], [-0.058, -0.128, -1.349], [0.867, -0.286, -2.667], [0.632, -1.058, -0.227], [0.145, -0.420, 1.068], [0.457, 0.776, 1.734], [-0.143, 1.366, 2.966], [-1.559, -1.624, -1.849], [-1.989, 0.134, -2.285], [-2.142, -0.332, -0.664], [0.156, 0.913, -1.036], [0.615, 0.533, -3.339], [0.531, -1.117, -3.234], [1.736, -0.897, -0.291], [0.094, -1.917, -0.485], [-0.486, -1.115, 1.647], [0.988, 1.554, 1.300], [0.542, 1.257, 3.806], [-1.106, 1.067, 3.359], [-0.277, 2.367, 2.961]],
  "homo_energy_ha": -0.462,
  "total_charge": 1,
  "smiles": "C[C@H](N)C/C=C/[NH3+]"
}

{
  "formula": "C26H45ClNPTi",
  "method": "ωB97M-V with the def2-TZVPD basis set",
  "elements": ["Ti", "P", "Cl", "C", "H", "H", "C", "C", "C", "H", "C", "H", "H", "C", "H", "H", "C", "H", "H", "C", "H", "H", "H", "H", "C", "C", "H", "C", "H", "H", "C", "H", "H", "C", "H", "H", "C", "H", "H", "H", "H", "C", "H", "C", "H", "H", "C", "H", "H", "C", "H", "H", "C", "H", "H", "H", "H", "C", "C", "H", "C", "H", "C", "H", "H", "C", "H", "H", "C", "H", "H", "H", "H", "N", "C"],
  "coordinates": [[-1.426, -1.464, 0.733], [-2.411, 0.520, 0.205], [-2.047, -3.571, 0.924], [-0.167, 2.295, -2.331], [-1.233, 2.414, -2.892], [-0.048, 1.379, -1.797], [-2.950, -0.294, 1.868], [-2.940, -0.851, -1.014], [-4.281, 0.330, 2.352], [-3.191, -1.374, 1.657], [-4.685, -0.353, 3.663], [-4.160, 1.412, 2.492], [-5.061, 0.187, 1.589], [-3.574, -0.316, 4.717], [-5.589, 0.125, 4.056], [-4.940, -1.399, 3.444], [-2.247, -0.897, 4.224], [-3.419, 0.722, 5.040], [-3.905, -0.867, 5.606], [-1.777, -0.285, 2.875], [-1.465, -0.746, 4.978], [-2.348, -1.982, 4.085], [-1.414, 0.744, 3.025], [-0.890, -0.908, 2.525], [-2.873, 2.188, -0.241], [-2.521, -0.413, -2.438], [-2.388, -1.833, -0.842], [-2.863, -1.526, -3.439], [-3.030, 0.521, -2.718], [-1.440, -0.212, -2.473], [-4.305, -2.034, -3.323], [-2.677, -1.159, -4.455], [-2.171, -2.363, -3.270], [-4.732, -2.356, -1.884], [-4.987, -1.286, -3.749], [-4.415, -2.936, -3.939], [-4.435, -1.222, -0.893], [-5.804, -2.590, -1.855], [-4.200, -3.256, -1.544], [-5.056, -0.338, -1.100], [-4.694, -1.559, 0.124], [-2.688, 3.177, 0.916], [-2.134, 2.487, -1.009], [-2.930, 4.594, 0.395], [-3.428, 2.945, 1.699], [-1.671, 3.088, 1.331], [-4.306, 4.748, -0.267], [-2.838, 5.299, 1.227], [-2.137, 4.833, -0.327], [-4.605, 3.670, -1.314], [-5.087, 4.722, 0.506], [-4.375, 5.735, -0.740], [-4.287, 2.246, -0.838], [-5.661, 3.717, -1.609], [-4.015, 3.876, -2.219], [-5.021, 1.924, -0.080], [-4.391, 1.561, -1.688], [0.429, 2.726, 0.799], [0.672, 3.322, -2.057], [-0.292, 1.705, 0.633], [2.252, 3.348, -2.115], [0.394, 4.354, -1.425], [2.887, 2.131, -1.283], [2.625, 3.215, -3.156], [2.634, 4.255, -1.702], [3.073, 2.296, 0.244], [2.439, 1.171, -1.516], [3.933, 2.085, -1.703], [1.803, 2.181, 1.281], [3.794, 1.476, 0.511], [3.647, 3.221, 0.450], [1.648, 1.102, 1.435], [2.122, 2.793, 2.119], [1.335, -0.482, -0.725], [0.368, -0.845, -0.142]],
  "homo_energy_ha": [-0.064, -0.084],
  "total_charge": -1,
  "spin_multiplicity": 2
}

{
  "formula": "C7H10N",
  "method": "ωB97M-V with the def2-TZVPD basis set",
  "elements": ["C", "C", "C", "C", "C", "C", "C", "N", "H", "H", "H", "H", "H", "H", "H", "H", "H", "H"],
  "coordinates": [[1.132, 0.379, 0.505], [0.480, 0.140, -0.677], [2.507, -2.058, -0.951], [0.784, -0.471, -1.901], [-0.207, 0.251, 0.609], [-2.340, 1.697, 1.284], [-1.541, 0.330, 1.237], [1.531, -1.620, -1.615], [2.102, 0.351, 0.968], [2.761, -3.063, -1.078], [3.114, -1.384, -0.272], [-0.085, -0.660, -2.543], [1.425, 0.201, -2.395], [-1.872, 2.435, 1.931], [-3.338, 1.486, 1.567], [-2.511, 2.081, 0.264], [-2.314, -0.241, 0.738], [-1.629, 0.147, 2.331]],
  "homo_energy_ha": -0.489,
  "total_charge": 1
}

{
  "formula": "C3CuO3",
  "method": "ωB97M-V with the def2-TZVPD basis set",
  "elements": ["C", "C", "O", "O", "O", "C", "Cu"],
  "coordinates": [[0.404, -1.653, -0.931], [0.751, -0.383, -0.740], [1.447, -0.995, -2.060], [-1.399, 1.361, 1.137], [1.203, -0.259, 0.559], [-1.810, 2.418, 1.097], [-0.596, -0.489, 0.937]],
  "homo_energy_ha": [-0.326, -0.347],
  "spin_multiplicity": 2
}

no.,E (eV),F_max (eV/Å)
1,-8772.542,0.34
2,-65766.954,4.03
3,-8366.776,4.88
4,-74100.651,3.84
5,-8899.551,5.73
6,-53883.637,5.74